An isolated molecule of C10H8O2. Source: the Open Molecules 2025 dataset; level of theory: ωB97M-V with the def2-TZVPD basis set.

XYZ file:
```
20
Properties=species:S:1:pos:R:3
H 2.81 -1.97 0.21
H 1.77 2.10 0.03
C -0.97 1.68 0.07
H -0.77 2.74 0.17
C 1.47 1.07 0.01
C -2.59 -0.16 -0.04
O -3.71 -0.55 0.01
C -0.24 -0.61 0.03
C 0.12 0.74 0.08
C -2.24 1.22 -0.05
H 0.36 -2.65 -0.03
C 2.45 0.09 -0.06
H -3.06 1.88 -0.09
H 4.16 1.45 -0.27
H 4.49 -0.17 -0.87
C 2.04 -1.23 0.07
H 4.31 0.09 0.91
C 0.70 -1.62 0.05
O -1.55 -1.06 -0.08
C 3.94 0.37 -0.07
```

Its SMILES is Cc1ccc2oc(=O)ccc2c1. The total energy is -14594.723 eV. The molar mass is 160.2 g mol⁻¹. The value obtained for the energy above the lowest of the compared OMol25 structures with the same formula, charge and spin is 0.316 eV. Its total charge is 0. The calculation puts the LUMO energy at -0.00243 hartree. The HOMO-LUMO gap is 8.793 eV.



A cluster of 5 separate species, C16H36O10S3 in total. Source: the Open Molecules 2025 dataset; level of theory: ωB97M-V with the def2-TZVPD basis set.

XYZ file:
```
65
Properties=species:S:1:pos:R:3
H 0.66 1.60 -4.95
C -2.34 -2.66 2.54
H -0.03 -1.40 -4.90
S 3.82 0.40 4.89
H -3.66 -2.17 1.07
C -2.41 1.48 -0.03
S -0.31 -0.80 -7.07
H -2.32 0.69 -7.48
H 1.15 -1.24 -2.87
C -0.93 -2.78 1.97
C 0.42 -0.51 -5.35
C -2.12 0.91 2.39
C 1.64 -1.26 4.17
C 2.78 0.41 -0.68
H -2.55 2.92 2.82
C 2.27 -0.73 2.85
H 0.60 -0.94 4.16
O -1.19 -1.95 -7.10
H 2.69 0.43 0.41
C -1.42 1.03 -5.28
O -0.20 3.08 0.24
O -0.66 -1.78 1.02
H 0.97 -0.77 -0.87
C -0.06 0.81 -4.70
O 3.14 1.74 -0.90
C -1.74 2.35 2.37
S -1.60 2.92 0.63
H -3.98 1.17 1.53
H -0.89 2.70 2.95
H -2.19 0.42 -4.80
H -3.22 1.92 -0.61
O 0.73 -0.43 -8.05
O -3.34 -2.93 1.57
H 2.88 -1.72 5.90
C 2.35 -0.88 5.46
H -2.62 -1.69 2.96
H -3.13 -0.31 0.83
H 0.74 0.74 -1.51
H 2.70 -1.50 2.21
H 1.61 -0.41 6.11
H 1.44 -0.49 2.19
H -0.16 -3.03 2.70
H -1.63 1.07 -0.67
H 1.53 -2.33 4.02
H 2.31 1.31 3.20
H -1.78 2.02 -5.00
H 3.48 -0.40 -0.87
C 1.53 0.00 -1.40
H -1.36 0.13 2.29
H 1.48 -0.59 -5.59
H 3.86 0.80 2.44
H -2.50 0.58 3.36
C 3.08 0.54 3.16
O 5.05 -0.34 4.84
H 2.59 2.42 -0.51
H -2.66 -3.38 3.30
O -2.48 4.00 0.40
O 1.89 -0.70 -2.57
H -1.24 -2.05 0.31
C -1.44 0.75 -6.84
C -3.06 0.73 1.15
O 3.67 1.67 5.57
H -0.21 0.75 -3.62
H -0.67 1.42 -7.22
H -0.97 -3.74 1.44
```

Its SMILES is O=S1(=O)CCCC1.O=S1(=O)CCCC1.O=S1(=O)CCCC1.OCCO.OCCO. The total energy is -70150.540 eV. The molar mass is 484.7 g mol⁻¹. Its total charge is 0. The calculation puts the LUMO energy at -0.01256 hartree. The HOMO-LUMO gap is 9.564 eV.



The ion C3H2NOS2 with charge -1. Source: the Open Molecules 2025 dataset; level of theory: ωB97M-V with the def2-TZVPD basis set.

XYZ file:
```
9
Properties=species:S:1:pos:R:3
H 0.30 0.82 0.57
S 0.25 -3.99 1.85
C 0.29 -2.58 1.09
C 0.94 -1.15 -0.77
S -0.65 -1.23 1.45
C 0.03 -0.24 0.14
O 1.36 -0.66 -1.79
H -0.71 -0.01 -0.62
N 1.20 -2.33 -0.27
```

Its SMILES is [O-]C1=NC(=S)SC1. The total energy is -28352.018 eV. The molar mass is 132.2 g mol⁻¹. The value obtained for the energy above the lowest of the compared OMol25 structures with the same formula, charge and spin is 1.829 eV. Its total charge is -1. The calculation puts the LUMO energy at 0.12142 hartree. The HOMO-LUMO gap is 7.690 eV.



Repeat the third record exactly.
The ion C3H2NOS2 with charge -1. Source: the Open Molecules 2025 dataset; level of theory: ωB97M-V with the def2-TZVPD basis set.

XYZ file:
```
9
Properties=species:S:1:pos:R:3
H 0.30 0.82 0.57
S 0.25 -3.99 1.85
C 0.29 -2.58 1.09
C 0.94 -1.15 -0.77
S -0.65 -1.23 1.45
C 0.03 -0.24 0.14
O 1.36 -0.66 -1.79
H -0.71 -0.01 -0.62
N 1.20 -2.33 -0.27
```

Its SMILES is [O-]C1=NC(=S)SC1. The total energy is -28352.018 eV. The molar mass is 132.2 g mol⁻¹. The value obtained for the energy above the lowest of the compared OMol25 structures with the same formula, charge and spin is 1.829 eV. Its total charge is -1. The calculation puts the LUMO energy at 0.12142 hartree. The HOMO-LUMO gap is 7.690 eV.